# C6H10

A 2-piece molecular cluster, C6H10 overall in a non-equilibrium geometry (ωB97M-V with the def2-TZVPD basis set, the OMol25 dataset).

Last columns: bonded neighbours and bond lengths (Å).
CARTESIAN COORDINATES (ANGSTROEM)
1 C -1.531 -0.280 -0.176  C2 1.332, C6 1.518, H7 1.088
2 C -1.164 0.889 0.347  C1 1.332, C3 1.487, H8 1.089
3 C 0.290 1.105 0.123  C2 1.487, C4 1.610, C5 1.502, H9 1.088
4 C 1.455 0.035 0.424  C3 1.610, C5 1.486, H10 1.082, H11 1.096
5 C 0.765 0.104 -0.891  C3 1.502, C4 1.486, C6 1.544, H12 1.083
6 C -0.432 -0.859 -1.049  C1 1.518, C5 1.544, H13 1.095, H14 1.098
7 H -2.466 -0.802 0.022  C1 1.088
8 H -1.795 1.549 0.941  C2 1.089
9 H 0.673 2.123 0.150  C3 1.088
10 H 2.365 0.598 0.584  C4 1.082
11 H 1.567 -0.962 0.866  C4 1.096
12 H 1.320 0.373 -1.781  C5 1.083
13 H -0.781 -0.837 -2.086  C6 1.095
14 H -0.187 -1.902 -0.807  C6 1.098
15 H 0.086 -0.855 1.725  H16 0.740
16 H -0.605 -1.095 1.616  H15 0.740

Values from the calculation:
* energy relative to the best compared isomer or geometry (same formula, charge and spin): 72.2 kcal per mole
* E_LUMO: 1.26 eV
* orbital gap: 0.363 hartree
* HOMO: -8.6234 eV
* SMILES: C1=C[C@H]2C[C@H]2C1.[H][H]